Entry from the OMol25 dataset: a 2-piece molecular cluster, C5H11NO2 overall (the ωB97M-V functional and the def2-TZVPD basis).

Computed properties:
Calculated total energy ... -10946.4069 eV
LUMO energy ... 0.0237 hartree
Gap between HOMO and LUMO ... 8.933 eV
Maximum force ... 4.0 eV/Å
Total charge ... 0
SMILES string ... N/C=C/CCC=O.O
Multiplicity ... 1

Last column: Löwdin charge in e.
Cartesian coordinates (Å):
O1 1.19 2.94 -1.19  -0.075
O2 2.06 -1.20 -1.77  0.020
N1 -1.70 1.88 0.65  0.005
C1 -0.71 -0.27 0.98  -0.129
C2 -0.47 -1.75 0.76  -0.260
C3 1.00 -2.05 0.39  -0.162
C4 -1.43 0.54 0.15  -0.158
C5 1.13 -1.70 -1.14  -0.262
H1 1.44 3.57 -1.87  0.031
H2 1.09 -3.16 0.43  0.116
H3 -0.19 0.18 1.89  0.129
H4 -1.05 -2.17 -0.05  0.086
H5 1.88 -1.48 0.88  0.146
H6 -1.97 0.52 -0.76  0.102
H7 -0.85 -2.22 1.68  0.112
H8 1.21 3.43 -0.33  0.048
H9 0.05 -1.81 -1.72  0.151
H10 -1.75 2.51 -0.14  0.058
H11 -0.93 2.23 1.17  0.043

---

Entry from the OMol25 dataset: C30H31N3O6P2SSn as an isolated structure (the ωB97M-V functional and the def2-TZVPD basis).

Computed properties:
Calculated total energy ... -83600.5522 eV
LUMO energy ... -0.2126 hartree
Gap between HOMO and LUMO ... 7.758 eV
Maximum force ... 3.4 eV/Å
Total charge ... +2
Multiplicity ... 1

Last column: Löwdin charge in e.
Cartesian coordinates (Å):
Sn1 2.14 -18.40 -7.24  1.070
S1 -0.13 -16.76 -6.42  0.846
P1 3.83 -17.49 -5.65  0.657
P2 2.24 -16.40 -9.87  0.938
O1 2.62 -16.84 -8.40  -0.462
O2 0.96 -16.24 -5.67  -0.509
O3 4.48 -16.23 -6.26  -0.246
O4 4.92 -18.62 -5.34  -0.280
O5 3.33 -19.48 -8.31  -0.227
O6 3.27 -17.15 -4.20  -0.296
N1 0.16 -17.98 -7.28  -0.423
N2 1.60 -20.33 -6.50  -0.031
N3 1.36 -22.52 -6.33  0.144
C1 0.96 -12.06 -9.67  -0.029
C2 1.73 -18.90 -10.83  -0.093
C3 0.76 -12.76 -10.87  -0.031
C4 3.80 -15.75 -12.15  -0.055
C5 4.65 -19.81 -4.48  0.017
C6 4.84 -15.95 -13.04  -0.050
C7 1.85 -14.04 -8.63  -0.080
C8 1.49 -12.72 -8.59  -0.080
C9 4.58 -20.92 -9.59  0.021
C10 4.83 -17.27 -10.62  -0.097
C11 -0.28 -17.54 -10.27  -0.054
C12 3.17 -21.84 -7.88  -0.098
C13 0.65 -20.62 -5.57  -0.113
C14 -0.47 -19.86 -10.80  -0.066
C15 2.05 -21.55 -6.93  -0.192
C16 4.53 -23.31 -9.11  -0.053
C17 1.00 -14.11 -10.92  -0.059
C18 3.62 -23.10 -8.09  -0.030
C19 1.62 -14.75 -9.80  -0.280
C20 0.93 -20.01 -10.97  -0.041
C21 1.14 -17.68 -10.47  -0.277
C22 3.78 -16.38 -10.89  -0.237
C23 -1.04 -18.69 -10.49  -0.085
C24 3.68 -20.74 -8.56  -0.329
C25 0.48 -21.95 -5.47  -0.038
C26 5.05 -22.24 -9.87  -0.009
C27 5.88 -17.51 -11.55  -0.052
C28 5.70 -16.00 -6.96  -0.011
C29 4.11 -16.42 -3.21  -0.009
C30 5.85 -16.86 -12.75  -0.050
H1 0.14 -19.86 -5.08  0.099
H2 2.83 -19.03 -11.01  0.121
H3 -1.11 -20.73 -10.88  0.122
H4 0.44 -12.21 -11.70  0.101
H5 5.62 -20.24 -4.47  0.094
H6 -0.18 -22.58 -4.86  0.147
H7 4.83 -15.42 -13.96  0.109
H8 3.93 -20.37 -5.01  0.059
H9 4.92 -20.06 -10.12  0.092
H10 1.65 -12.19 -7.63  0.135
H11 5.82 -14.96 -6.97  0.084
H12 5.12 -16.73 -3.41  0.085
H13 3.85 -16.66 -2.16  0.116
H14 1.52 -23.52 -6.47  0.185
H15 0.84 -14.67 -11.80  0.099
H16 5.68 -22.37 -10.71  0.098
H17 -0.71 -16.64 -9.92  0.101
H18 3.30 -23.88 -7.47  0.099
H19 0.73 -11.02 -9.65  0.116
H20 2.29 -14.42 -7.68  0.116
H21 6.67 -16.88 -13.49  0.131
H22 5.65 -16.46 -7.93  0.075
H23 3.04 -15.04 -12.40  0.094
H24 6.64 -18.17 -11.23  0.096
H25 1.46 -20.95 -11.15  0.126
H26 4.97 -17.68 -9.60  0.089
H27 5.00 -24.31 -9.39  0.140
H28 3.91 -15.38 -3.30  0.086
H29 -2.12 -18.66 -10.23  0.137
H30 6.57 -16.41 -6.37  0.127
H31 4.26 -19.51 -3.52  0.099

---

Entry from the OMol25 dataset: one molecule with the formula C7H7Br2N3O (the ωB97M-V functional and the def2-TZVPD basis).

Computed properties:
Calculated total energy ... -153970.3947 eV
LUMO energy (alpha / beta) ... 0.0106 / -0.1004 hartree
<S²> ... 2.009
Gap between HOMO and LUMO (alpha / beta) ... 6.093 / 7.573 eV
Maximum force ... 7.7 eV/Å
Total charge ... 0
Multiplicity ... 3

Last column: Löwdin charge in e.
Cartesian coordinates (Å):
Br1 -1.90 -3.00 -0.06  0.850
Br2 -2.85 0.97 -0.73  0.569
O1 2.79 0.68 -0.59  0.085
N1 4.09 -2.72 -0.83  0.190
N2 1.95 -1.48 -0.75  0.036
N3 0.53 0.36 -0.25  0.011
C1 0.48 1.75 -0.01  -0.031
C2 3.15 -2.08 -0.78  -0.270
C3 1.83 -0.09 -0.60  -0.374
C4 -1.75 -0.01 0.62  -0.554
C5 0.90 -2.53 -0.58  -0.168
C6 -0.36 -1.89 -0.17  -0.590
C7 -0.46 -0.54 0.03  -0.353
H1 0.03 1.93 0.88  0.064
H2 -0.05 2.27 -0.72  0.063
H3 1.15 -3.40 0.14  0.158
H4 -1.71 0.74 1.53  0.111
H5 0.74 -3.12 -1.51  0.138
H6 -2.46 -0.73 0.83  -0.065
H7 1.53 2.17 -0.14  0.134

---

Entry from the OMol25 dataset: a 2-piece molecular cluster, C4H13NS overall (the ωB97M-V functional and the def2-TZVPD basis).

Computed properties:
Calculated total energy ... -16683.4460 eV
LUMO energy ... 0.0362 hartree
Gap between HOMO and LUMO ... 9.511 eV
Maximum force ... 0.9 eV/Å
Total charge ... 0
SMILES string ... CCS.CNC
Multiplicity ... 1

Last column: Löwdin charge in e.
Cartesian coordinates (Å):
S1 1.63 1.27 -0.21  0.699
N1 -1.74 0.24 0.10  -0.192
C1 -2.39 -0.87 0.77  -0.173
C2 2.01 -1.08 -1.58  -0.189
C3 -1.67 1.39 1.01  -0.169
C4 2.73 -0.11 -0.64  -0.625
H1 -2.44 -1.76 0.13  0.071
H2 -2.32 0.49 -0.69  0.092
H3 0.99 -1.30 -1.25  0.056
H4 1.98 -0.65 -2.58  0.065
H5 -3.43 -0.66 1.08  0.073
H6 -1.85 -1.11 1.69  0.072
H7 3.09 -0.63 0.25  0.063
H8 -1.26 1.05 1.96  0.071
H9 2.54 -2.04 -1.61  0.069
H10 3.64 0.26 -1.13  0.059
H11 -1.04 2.18 0.62  0.038
H12 -2.68 1.81 1.14  0.073
H13 2.22 1.54 0.95  -0.155

---

Entry from the OMol25 dataset: C5H8O2 as an isolated structure (the ωB97M-V functional and the def2-TZVPD basis).

Computed properties:
Calculated total energy ... -9407.3297 eV
LUMO energy ... 0.0297 hartree
Gap between HOMO and LUMO ... 9.917 eV
Maximum force ... 0.4 eV/Å
Total charge ... 0
Multiplicity ... 1

Last column: Löwdin charge in e.
Cartesian coordinates (Å):
O1 1.16 0.88 -1.55  0.052
O2 -0.22 0.55 1.51  -0.033
C1 0.64 0.32 -0.41  -0.418
C2 -0.73 0.66 0.15  -0.287
C3 1.24 -0.88 0.29  0.009
C4 1.11 0.43 1.01  -0.197
C5 -1.92 -0.21 -0.16  -0.024
H1 -0.95 1.72 -0.05  0.157
H2 -1.69 -1.27 -0.04  0.079
H3 2.25 -1.12 -0.05  0.116
H4 -2.20 -0.04 -1.21  0.088
H5 1.46 0.17 -2.13  0.106
H6 0.64 -1.73 0.60  0.112
H7 -2.79 0.03 0.47  0.083
H8 1.91 1.03 1.43  0.155

---

Entry from the OMol25 dataset: a 2-piece molecular cluster, C2H11N2O overall (the ωB97M-V functional and the def2-TZVPD basis).

Computed properties:
Calculated total energy ... -7272.3967 eV
LUMO energy ... -0.1543 hartree
Gap between HOMO and LUMO ... 9.131 eV
Maximum force ... 1.6 eV/Å
Total charge ... +1
Multiplicity ... 1

Last column: Löwdin charge in e.
Cartesian coordinates (Å):
O1 -1.30 -2.16 1.19  -0.007
N1 -0.40 1.15 -1.99  0.320
N2 0.32 -0.48 1.42  -0.092
C1 1.17 0.56 0.86  -0.119
C2 -0.47 -1.26 0.50  -0.356
H1 0.17 -1.69 -0.28  0.125
H2 1.87 0.91 1.62  0.097
H3 0.30 0.99 -2.71  0.164
H4 1.78 0.09 0.08  0.093
H5 -0.33 -0.10 2.10  0.128
H6 -1.19 -0.62 -0.06  0.097
H7 -1.04 1.89 -2.26  0.163
H8 0.64 1.45 0.45  0.063
H9 -0.90 0.29 -1.71  0.124
H10 -0.73 -2.38 1.93  0.102
H11 0.12 1.37 -1.11  0.098

---

> Number 4 is which compound?

C4H13NS